(1)
# C11H17BFeN6O

C11H17BFeN6O as an isolated structure (the ωB97M-V functional and the def2-TZVPD basis, the OMol25 dataset).

Element x y z (Å)
1 H -1.69 -1.35 1.18
2 N 0.13 -1.57 0.09
3 B 2.35 -2.47 -0.90
4 N 0.96 -2.67 -0.18
5 C 0.38 -3.78 0.30
6 Fe 0.71 0.19 -0.59
7 H 0.86 -4.74 0.18
8 C -0.83 -3.43 0.90
9 H -1.54 -4.09 1.37
10 C -0.94 -2.03 0.79
11 H 2.94 -3.49 -1.05
12 C 0.09 1.98 -0.33
13 H -0.92 2.23 0.02
14 H 0.21 2.37 -1.37
15 H 0.86 2.47 0.29
16 N 3.13 -1.47 0.03
17 N 2.01 -1.76 -2.26
18 N 2.49 -0.26 0.30
19 N 1.22 -0.60 -2.21
20 C 4.26 -1.54 0.78
21 C 2.17 -2.10 -3.56
22 H 4.92 -2.38 0.72
23 H 2.74 -2.97 -3.82
24 C 4.35 -0.37 1.54
25 C 1.51 -1.16 -4.36
26 C 3.22 0.40 1.23
27 C 0.91 -0.25 -3.48
28 H 5.11 -0.10 2.24
29 H 1.44 -1.13 -5.43
30 H 2.89 1.35 1.61
31 H 0.28 0.61 -3.67
32 H -2.27 1.00 2.97
33 C -3.03 1.60 1.29
34 O -2.40 0.61 2.09
35 H -2.85 2.62 1.67
36 H -4.12 1.42 1.29
37 H -2.64 1.51 0.28

The multiplicity is 5. The electronic energy is -2121.70683 Eh. The HOMO energy (spin up / spin down) is -7.787 / -7.250 eV. The orbital gap (spin up / spin down) comes out at 8.57 / 7.97 eV.

(2)
# C11H17BN6OW

C11H17BN6OW as an isolated structure (the ωB97M-V functional and the def2-TZVPD basis, the OMol25 dataset).

Element x y z (Å)
1 H 3.20 -1.12 0.85
2 N 1.52 -0.54 -0.30
3 B -0.12 0.02 -2.15
4 N 1.24 -0.53 -1.66
5 C 2.32 -1.00 -2.33
6 W 0.02 0.27 1.17
7 H 2.30 -1.06 -3.41
8 C 3.31 -1.32 -1.40
9 H 4.29 -1.71 -1.61
10 C 2.77 -1.02 -0.14
11 H -0.21 0.00 -3.34
12 C -1.02 1.16 2.89
13 H -0.56 0.89 3.85
14 H -1.80 0.44 2.61
15 H -1.60 2.08 3.05
16 N -0.25 1.46 -1.59
17 N -1.24 -0.80 -1.47
18 N -0.20 1.72 -0.20
19 N -1.37 -0.84 -0.07
20 C -0.38 2.63 -2.22
21 C -2.23 -1.53 -2.02
22 H -0.44 2.65 -3.30
23 H -2.31 -1.61 -3.09
24 C -0.43 3.67 -1.29
25 C -3.02 -2.07 -0.99
26 C -0.33 3.08 -0.04
27 C -2.44 -1.63 0.21
28 H -0.52 4.72 -1.49
29 H -3.87 -2.70 -1.11
30 H -0.33 3.50 0.96
31 H -2.74 -1.82 1.23
32 H -0.10 1.63 2.11
33 C 1.32 -1.78 3.30
34 O 1.06 -0.63 2.50
35 H 2.26 -1.63 3.84
36 H 1.42 -2.67 2.67
37 H 0.51 -1.93 4.02

The multiplicity is 3. The electronic energy is -924.47745 Eh. The HOMO energy (spin up / spin down) is -15.771 / -15.836 eV. Its relative energy (zero: lowest compared OMol25 entry of this formula, charge and spin) is 49.7 kJ/mol. The charge is +2. The orbital gap (spin up / spin down) comes out at 6.68 / 6.73 eV.

(3)
# C11H17BrCl2N2O3P

A 2-piece molecular cluster, C11H17BrCl2N2O3P overall (the ωB97M-V functional and the def2-TZVPD basis, the OMol25 dataset).

Element x y z (Å)
1 C 1.99 1.04 0.67
2 C 2.74 0.26 -0.57
3 C 2.28 1.00 -1.96
4 Br 3.00 0.09 -3.64
5 C 0.68 1.37 -2.06
6 N 0.29 2.78 -2.43
7 C -1.11 3.33 -2.54
8 C -2.39 2.35 -2.23
9 C -2.06 0.76 -1.83
10 C -3.36 -0.19 -1.51
11 O -3.53 -1.46 -1.88
12 O -4.48 0.46 -0.75
13 C -0.47 0.25 -1.75
14 P -0.19 -1.58 -1.28
15 N 0.35 -1.75 0.45
16 O 1.15 -2.30 -2.18
17 H 2.11 2.21 0.63
18 H 2.39 0.57 1.68
19 H 0.82 0.84 0.68
20 H 3.91 0.49 -0.45
21 H 2.64 -0.91 -0.56
22 H 2.85 2.05 -1.96
23 H 1.08 3.46 -2.64
24 H -1.24 4.48 -2.81
25 H -3.47 2.80 -2.28
26 H -4.17 0.71 0.16
27 H -0.33 -2.38 0.92
28 H 1.26 -2.30 0.43
29 H 1.07 -3.32 -2.11
30 Cl -2.05 -1.73 2.82
31 C -0.88 -2.48 3.94
32 C -0.07 -1.44 4.70
33 Cl 1.06 -0.56 3.64
34 H -0.24 -3.15 3.37
35 H -1.46 -3.09 4.65
36 H 0.54 -1.94 5.47
37 H -0.72 -0.71 5.20

The electronic energy is -4599.75823 Eh. The HOMO energy is -11.565 eV. The charge is +1. The orbital gap comes out at 5.96 eV.

(4)
# C11H17ClN2O3

A single C11H17ClN2O3 molecule (the ωB97M-V functional and the def2-TZVPD basis, the OMol25 dataset).

Element x y z (Å)
1 C -0.15 -0.55 -0.97
2 N 1.13 -0.16 -1.61
3 C 1.97 -1.30 -2.05
4 C 0.78 0.71 -2.73
5 C 1.98 0.67 -0.63
6 Cl 3.66 0.93 -1.43
7 C 1.46 2.13 -0.23
8 O 0.27 1.98 0.47
9 C 0.38 1.21 1.63
10 O 1.42 0.98 2.29
11 C -0.72 0.32 1.75
12 C -2.04 0.80 1.50
13 N -3.17 0.05 1.56
14 O -4.28 0.56 1.29
15 C -2.98 -1.47 1.90
16 C -1.52 -1.81 2.39
17 C -0.54 -0.88 2.50
18 H -0.09 -0.97 0.02
19 H -0.84 0.31 -0.77
20 H -0.75 -1.22 -1.57
21 H 1.31 -2.15 -2.38
22 H 2.50 -0.97 -2.89
23 H 2.68 -1.52 -1.24
24 H 1.54 1.57 -2.89
25 H -0.24 1.12 -2.51
26 H 0.60 0.13 -3.71
27 H 2.01 0.09 0.25
28 H 1.44 2.85 -1.07
29 H 2.13 2.59 0.51
30 H -2.06 1.77 1.10
31 H -3.31 -2.01 0.99
32 H -3.67 -1.80 2.67
33 H -1.34 -2.74 2.96
34 H 0.43 -1.25 2.89

The electronic energy is -1224.52453 Eh. The HOMO energy is -5.452 eV. As for the SMILES: C[N+](C)(C)[C@@H](Cl)COC(=O)C1=CN([O-])CC=C1. Its relative energy (zero: lowest compared OMol25 entry of this formula, charge and spin) is 617.4 kJ/mol. The orbital gap comes out at 5.29 eV.

(5)
# C11H17N2

A 2-piece molecular cluster, C11H17N2 overall (the ωB97M-V functional and the def2-TZVPD basis, the OMol25 dataset).

Element x y z (Å)
1 C 1.00 -2.47 -2.01
2 C -0.10 1.15 -1.52
3 C -0.47 -0.23 -1.59
4 C 0.74 -1.00 -1.77
5 C 1.83 -0.04 -1.75
6 C -2.29 1.81 -1.00
7 C -1.06 2.17 -1.39
8 C -2.70 0.43 -0.96
9 C -1.83 -0.53 -1.34
10 N 1.26 1.19 -1.72
11 H -2.92 2.63 -0.64
12 H -0.66 3.21 -1.27
13 H -3.73 0.20 -0.59
14 H -1.87 -1.72 -1.21
15 H 1.74 1.87 -2.34
16 H 2.92 -0.05 -1.45
17 H 0.22 -2.70 -2.79
18 H 0.91 -3.04 -1.06
19 H 1.78 -2.83 -2.59
20 C 0.30 0.53 2.58
21 C 0.45 -0.07 3.98
22 N 0.77 -0.24 1.42
23 H -0.72 0.60 2.27
24 H 0.60 1.58 2.53
25 H 1.55 -0.18 4.15
26 H 0.03 -1.15 4.13
27 H 1.71 -0.17 1.12
28 H 0.78 -1.29 1.73
29 H 0.12 -0.19 0.53
30 H -0.37 0.53 4.56

The multiplicity is 2. The electronic energy is -538.62789 Eh. The HOMO energy (spin up / spin down) is -2.742 / -6.601 eV. Its relative energy (zero: lowest compared OMol25 entry of this formula, charge and spin) is 245.0 kJ/mol. The orbital gap (spin up / spin down) comes out at 2.68 / 6.43 eV.

(6)
# C11H17N2

A 2-piece molecular cluster, C11H17N2 overall (the ωB97M-V functional and the def2-TZVPD basis, the OMol25 dataset).

Element x y z (Å)
1 C -0.04 -1.21 -0.92
2 C 1.26 -0.74 -0.93
3 C -0.71 0.45 0.83
4 C -1.03 -0.69 -0.01
5 C 1.76 0.29 0.03
6 C 0.58 0.89 0.73
7 C -4.18 0.72 0.54
8 C 5.08 -1.27 0.01
9 C 1.25 2.70 -0.85
10 C -2.43 -1.10 -0.29
11 C -3.50 -0.71 0.73
12 N 4.27 -0.83 0.94
13 N 1.40 1.75 0.21
14 H -0.22 -2.03 -1.49
15 H 2.09 -1.21 -1.34
16 H -1.47 0.98 1.30
17 H -4.80 1.10 1.39
18 H -3.21 1.30 0.61
19 H -4.79 0.66 -0.39
20 H 2.64 -0.13 0.64
21 H 5.09 -0.81 -1.01
22 H 5.69 -2.06 0.10
23 H 2.18 2.49 -1.40
24 H 0.26 2.49 -1.32
25 H 1.26 3.68 -0.47
26 H -2.76 -0.65 -1.28
27 H -2.49 -2.14 -0.72
28 H -4.25 -1.50 0.77
29 H -3.20 -0.86 1.80
30 H 4.26 -1.56 1.78

The electronic energy is -538.39499 Eh. The HOMO energy (spin up / spin down) is -12.978 / -12.978 eV. Its relative energy (zero: lowest compared OMol25 entry of this formula, charge and spin) is 645.0 kJ/mol. The charge is +1. The orbital gap (spin up / spin down) comes out at 8.26 / 8.26 eV.